{"formula": "C43H58BN5O4P2Rh", "method": "wB97M-V/def2-TZVPD", "e_tot_ev": -83433.5151, "total_charge": 1, "orbital_gap_ev": 7.528, "elements": ["H", "H", "B", "H", "C", "H", "C", "C", "H", "C", "C", "C", "C", "H", "H", "O", "H", "H", "H", "H", "H", "H", "C", "H", "H", "H", "H", "H", "C", "C", "C", "P", "C", "C", "H", "C", "H", "H", "H", "C", "H", "H", "H", "C", "H", "C", "H", "N", "H", "H", "N", "H", "H", "H", "H", "C", "C", "H", "C", "N", "H", "H", "C", "H", "H", "H", "C", "C", "H", "C", "P", "H", "H", "H", "C", "N", "O", "C", "H", "C", "H", "H", "C", "C", "C", "C", "C", "C", "C", "H", "C", "C", "H", "C", "H", "Rh", "C", "H", "C", "H", "H", "C", "H", "H", "H", "C", "O", "O", "H", "N", "H", "H", "C", "C"], "coordinates": [[-0.0122, 0.9525, 2.8403], [-3.2020, 7.3444, 6.3137], [1.4749, -0.1020, -0.4725], [-2.7332, 3.1019, -2.6241], [1.5799, -1.6136, -3.4177], [-0.3669, -0.1014, -5.8190], [0.3847, -3.5788, 1.4250], [0.2015, 0.2314, 3.6331], [1.0332, -1.1686, -5.9058], [-2.7458, 6.4620, 5.8808], [2.2219, -1.3158, 1.5890], [-5.9827, -4.0978, -1.7545], [-3.5184, 4.3001, 3.1050], [-2.2672, -2.1411, 3.1130], [0.9345, -4.9531, -0.1539], [-2.8368, -0.3757, -0.3243], [-0.2414, 4.5036, 6.4402], [-1.1578, -2.3556, -3.0563], [-2.2234, -0.7056, 4.1312], [-1.6532, -1.6834, -4.6113], [-0.7058, 4.9006, 2.2020], [-1.3811, -4.0801, 2.6296], [-1.7491, 3.0847, 1.6699], [1.2258, -2.2868, 4.4311], [-1.2063, 3.3992, 4.4299], [6.5728, 1.7904, -1.9884], [1.7716, -2.4602, -4.0769], [2.5191, -0.8145, 2.5243], [-3.9748, -2.3482, -1.0942], [-0.2840, -1.1842, 3.3012], [-1.9857, 2.3992, -2.2460], [0.3866, -1.6797, 1.6049], [0.5567, -0.3802, -5.3086], [-0.6383, 3.9029, 1.7724], [2.4534, -0.9402, -3.4699], [0.1506, -2.1199, 4.4232], [2.7906, -2.2585, 1.5266], [-1.7621, -3.6551, 0.9442], [-5.4974, -0.7855, -1.0723], [3.4494, 0.7699, -1.2012], [-2.1705, -0.5462, 2.3727], [-2.9600, -0.0758, -3.2503], [1.0490, 2.4127, -2.2775], [-6.2645, -2.7650, -1.5712], [-3.5265, 1.3912, -4.0732], [6.0326, 0.5838, -0.3269], [1.2802, 0.2648, 3.8561], [-0.4477, 1.4173, 0.5647], [-2.4583, 1.7771, -1.4844], [-3.8810, 3.0259, 1.4874], [2.0754, 0.7290, -1.4645], [1.5225, -1.9958, -2.4087], [1.3438, -5.3751, 2.0693], [1.4925, 1.7891, 0.4073], [0.2229, -3.4597, -0.7634], [-1.6417, 4.2989, 4.8221], [0.8964, -3.8738, -0.0137], [-0.1184, -1.6660, 5.3914], [0.2890, -0.9402, -3.9105], [-1.6540, 6.0026, 6.4825], [1.8541, 1.4109, -3.5124], [-8.5812, -3.7449, -3.1319], [5.7663, 1.3048, -1.4552], [-8.9458, -4.0593, -1.3923], [-0.3246, 0.5630, 4.5325], [0.9576, -4.3145, 3.4127], [-1.4863, 1.5308, -3.4088], [-2.7798, 4.8707, 4.2618], [-2.4350, 0.2763, -4.9112], [0.5698, 2.1659, 0.7258], [-0.2175, 0.3923, -2.6772], [-0.3510, -3.0831, 4.3660], [1.9200, -3.4822, -0.1819], [-1.0212, -5.2114, 1.3317], [3.7138, 0.0694, -0.0988], [2.4772, -0.4772, 0.4110], [-1.7145, -2.1237, -0.9502], [1.2989, 1.3845, -2.5475], [-1.7205, 3.1675, -4.7841], [4.9971, -0.0422, 0.3711], [-0.0815, 3.0646, -4.1382], [1.2343, 0.4776, -5.3124], [-2.8300, -1.5512, -0.7596], [4.4813, 1.4203, -1.9108], [-1.6226, 1.8890, 1.0487], [-3.1001, 3.4586, 2.1057], [-0.7947, -2.0212, -4.0225], [-1.0415, -4.1489, 1.5965], [-1.1201, 4.9085, 5.9460], [4.2647, 2.0004, -2.7980], [0.5446, 3.4154, 1.2958], [-4.7176, -4.5985, -1.6141], [-2.4881, 1.2329, 0.9337], [-0.9324, 2.4667, -4.4995], [-4.5735, 4.5659, 3.1291], [-0.4979, -0.4437, -0.3516], [-1.8299, -1.1471, 3.2169], [5.2031, -0.6101, 1.2687], [-3.7160, -3.6876, -1.2873], [-4.5105, -5.6524, -1.7603], [-2.6907, -4.0333, -1.1869], [-8.1743, -3.7964, -2.1182], [-1.1851, 2.9868, -1.7874], [2.3396, -3.9674, 2.3793], [1.4610, 3.9866, 1.3629], [1.3139, -4.3263, 2.3897], [-7.1284, -4.7727, -2.0746], [-7.6040, -2.5410, -1.7711], [7.0527, 0.4952, 0.0312], [-3.3478, 5.9523, 4.8109], [-0.3689, -2.8852, -4.5368], [-0.6261, 1.9376, -5.4002], [-5.2814, -1.8326, -1.2255], [-2.6618, 0.7213, -3.9411]]}



{"formula": "C6H7Cl", "method": "wB97M-V/def2-TZVPD", "e_tot_ev": -18855.4790, "relative_energy_kj_mol": 152.6, "orbital_gap_ev": 9.573, "elements": ["H", "C", "H", "H", "H", "H", "C", "C", "Cl", "H", "C", "C", "H", "C"], "coordinates": [[-0.9611, -2.4445, -0.0733], [1.0368, -0.3537, 1.0372], [1.3078, -1.2143, 0.4234], [-1.0200, -2.0164, -1.8484], [1.7998, -0.2350, 1.8075], [0.0793, 2.5393, -0.7412], [-1.3088, 0.8683, -0.4158], [0.9701, 0.8896, 0.2202], [2.5384, 1.6748, 0.1316], [0.0758, -0.5536, 1.5078], [-1.1590, -0.4204, -0.5327], [-1.0565, -1.6757, -0.8233], [-2.2548, 1.3811, -0.3867], [-0.0478, 1.5605, -0.3063]]}